1.
Below is a molecular structure, C20H34Cl2CuN3O4 in a non-equilibrium geometry, with properties calculated with wB97M-V/def2-TZVPD.

Output
- HOMO level (spin up / spin down) (eV) = -2.994 / -2.993
- orbital gap (spin up / spin down) (eV) = 5.43 / 5.35

Geometry as ORCA input:
```
! RIJCOSX wB97M-V def2-TZVPD def2/J DEFGRID3
* xyz -1 2
O 1.5815 -0.7016 -3.4394
C 0.5030 -0.1093 -3.5353
C 0.2738 1.3863 -3.3457
C 0.5105 2.3901 -2.3627
H 0.5528 2.2056 -1.2802
C 0.6314 3.7433 -2.7781
H 0.8863 4.5393 -2.0634
C 0.4941 4.0848 -4.1289
H 0.6095 5.1245 -4.4513
C 0.1349 3.1039 -5.0631
H 0.0090 3.3655 -6.1263
C -0.0095 1.7916 -4.6365
H -0.2247 0.9815 -5.3608
H -0.5299 -0.5488 -3.3281
C -2.2133 -1.3158 -1.8290
C -1.7823 -0.1773 -0.9523
H -2.7843 -0.9438 -2.6856
H -2.8520 -1.8780 -1.1422
H -1.5160 -2.0766 -2.2196
C -2.1954 1.0996 -0.9933
C -3.6209 1.2672 -0.6742
H -1.6316 2.0085 -1.1477
H -4.1748 1.5886 -1.5533
H -3.7710 1.9439 0.1601
H -3.9970 0.2864 -0.3755
Cu -1.0755 -0.1141 0.7553
Cl -3.7282 0.3622 2.6184
C -1.3536 -0.4424 3.6684
O -0.7033 -1.2589 3.0481
N -1.2006 -0.0674 4.9242
C -0.2045 -0.7337 5.7343
C -2.0964 0.8636 5.5925
H -2.3282 0.0079 3.1484
H 0.6269 -1.0129 5.0909
H -0.6249 -1.6280 6.2012
H 0.1246 -0.0557 6.5228
H -2.4013 1.6578 4.8987
H -1.5839 1.2853 6.4582
H -2.9974 0.3306 5.9342
H 4.5961 1.9993 -1.3253
H 4.2214 1.9870 1.3344
C 3.4945 1.9139 -1.2573
C 3.2065 1.6122 1.1925
N 3.0950 1.0672 -0.1413
H 3.1238 1.4933 -2.2057
C 2.8422 -0.2428 -0.3503
O 2.4834 -1.0428 0.5401
H 2.9779 0.8447 1.9238
H 2.9962 -0.5439 -1.4065
H 3.0672 2.9191 -1.1201
H 2.4879 2.4226 1.2919
H 0.1281 -5.3738 1.4491
H 2.1061 -5.2275 0.1383
C -0.4226 -4.6888 0.7904
C 1.6443 -4.5372 -0.5826
N 0.5304 -3.8687 0.0678
H -1.0926 -4.0545 1.3724
C 0.3190 -2.5519 -0.0524
O -0.5816 -1.9683 0.5897
H 2.3596 -3.7673 -0.9033
H 0.9570 -2.0294 -0.7689
H -1.0047 -5.3052 0.0923
H 1.2914 -5.1175 -1.4553
Cl -0.1642 1.7066 1.5032
*
```

2.
Below is 2 unconnected molecules or ions with the total composition CHBrOS2 in a non-equilibrium geometry, with properties calculated with wB97M-V/def2-TZVPD.

Output
- energy relative to the best compared isomer or geometry (same formula, charge and spin) (kJ/mol) = 59.5
- SMILES = O=C=S.SBr
- HOMO level (eV) = -9.516
- orbital gap (eV) = 8.91

Geometry as ORCA input:
```
! RIJCOSX wB97M-V def2-TZVPD def2/J DEFGRID3
* xyz 0 1
C -1.3113 -0.6411 0.2378
O -1.2677 -0.3791 1.3654
S -1.7089 -1.1507 -1.1766
S 0.7292 0.4912 -0.4962
Br 2.7056 -0.0963 0.1853
H 0.8531 1.7761 -0.1157
*
```

3.
Below is a molecular structure, C45H40N3O4P3V in a non-equilibrium geometry, with properties calculated with wB97M-V/def2-TZVPD.

Output
- energy relative to the best compared isomer or geometry (same formula, charge and spin) (kJ/mol) = 184.2
- HOMO level (spin up / spin down) (eV) = -10.873 / -11.252
- orbital gap (spin up / spin down) (eV) = 8.33 / 8.26

Geometry as ORCA input:
```
! RIJCOSX wB97M-V def2-TZVPD def2/J DEFGRID3
* xyz 1 3
V 0.1729 0.2116 0.2322
C -1.4823 4.3913 0.8442
N -0.8326 3.0984 0.5971
P -0.1786 2.0380 1.7632
C 0.9148 3.0466 2.7906
C 1.2941 2.5114 4.0236
C 2.1524 3.2199 4.8463
C 2.6242 4.4650 4.4487
C 2.2581 4.9903 3.2186
C 1.4207 4.2741 2.3773
C -1.4819 1.5852 2.9469
C -1.9089 0.2616 2.9893
C -2.9538 -0.1077 3.8233
C -3.5669 0.8450 4.6208
C -3.1365 2.1673 4.5937
C -2.0898 2.5376 3.7678
P -1.1546 2.1113 -0.7666
C -2.8841 1.5501 -0.6870
C -3.7518 1.8399 0.3587
C -5.0319 1.3048 0.3681
C -5.4559 0.4851 -0.6648
C -4.5990 0.2006 -1.7190
C -3.3197 0.7250 -1.7280
C -1.1929 3.3455 -2.1087
C -2.2834 3.5430 -2.9493
C -2.2347 4.5360 -3.9181
C -1.1069 5.3305 -4.0534
C -0.0133 5.1294 -3.2214
C -0.0546 4.1386 -2.2565
H -1.2324 4.7405 1.8440
H -2.5672 4.3291 0.7525
H -1.1286 5.1254 0.1203
H 0.9076 1.5476 4.3336
H 2.4461 2.8124 5.8047
H 3.2807 5.0203 5.1060
H 2.6407 5.9539 2.9081
H 1.1517 4.6683 1.4041
H -1.4416 -0.4885 2.3664
H -3.2875 -1.1365 3.8391
H -4.3780 0.5580 5.2776
H -3.6161 2.9084 5.2198
H -1.7449 3.5649 3.7585
H -3.4388 2.4633 1.1829
H -5.6980 1.5265 1.1921
H -6.4526 0.0646 -0.6447
H -4.9259 -0.4429 -2.5255
H -2.6388 0.4843 -2.5384
H -3.1731 2.9391 -2.8432
H -3.0885 4.6906 -4.5647
H -1.0848 6.1126 -4.8008
H 0.8673 5.7501 -3.3285
H 0.7848 3.9851 -1.5890
N -0.3732 -2.8817 -2.0017
N -1.4893 -2.7841 -1.1659
C -1.6638 -1.6809 -0.3853
O -2.4813 -1.6452 0.5112
O -0.9110 -0.6267 -0.7139
H -0.6359 -3.3720 -2.8446
H 0.3737 -3.3880 -1.5383
H -1.9233 -3.6208 -0.8116
O 0.8052 -2.3969 0.7919
C 1.5960 -1.5065 1.0660
O 1.2368 -0.3881 1.6421
C 3.0456 -1.5695 0.7043
C 3.8573 -2.6258 1.0903
C 5.2104 -2.5823 0.7985
C 5.7429 -1.4941 0.1187
C 4.9280 -0.4483 -0.2852
C 3.5673 -0.4819 0.0007
P 2.3810 0.7687 -0.6236
C 3.2381 2.3331 -0.2927
C 3.1858 3.3842 -1.2072
C 3.8602 4.5664 -0.9441
C 4.5961 4.6994 0.2254
C 4.6451 3.6567 1.1392
C 3.9596 2.4789 0.8908
C 2.5142 0.5363 -2.4306
C 1.4665 -0.1003 -3.0915
C 1.5724 -0.4007 -4.4424
C 2.7193 -0.0614 -5.1404
C 3.7632 0.5836 -4.4895
C 3.6651 0.8816 -3.1414
H 3.4281 -3.4598 1.6305
H 5.8616 -3.3868 1.1128
H 6.8017 -1.4621 -0.1019
H 5.3600 0.3958 -0.8059
H 2.6491 3.2587 -2.1393
H 3.8294 5.3774 -1.6604
H 5.1405 5.6145 0.4203
H 5.2184 3.7638 2.0504
H 4.0048 1.6628 1.6029
H 0.5718 -0.3822 -2.5550
H 0.7555 -0.9038 -4.9434
H 2.8030 -0.2923 -6.1944
H 4.6588 0.8532 -5.0339
H 4.4831 1.3957 -2.6540
*
```